C4H7ClN2 as an isolated structure, computed with wB97M-V/def2-TZVPD.

Geometry as XYZ:
```
14
Properties=species:S:1:pos:R:3:nbo_charge:R:1
C 0.1536 0.8059 0.2276 -0.16
C -0.5588 -0.4894 -0.1155 0.07
C 0.5029 1.8305 -0.7834 -0.62
C 0.0672 -1.9510 0.6559 -0.62
N -0.9716 0.9581 1.1338 -0.10
N -1.6297 0.0020 0.7759 -0.13
Cl -0.9153 -0.8868 -1.7851 -0.02
H 0.9283 0.5174 0.9016 0.21
H -0.0971 1.9712 -1.6558 0.23
H 1.5323 1.4540 -1.1413 0.23
H 0.5002 2.7430 -0.2572 0.23
H -0.3935 -2.7212 0.0659 0.22
H -0.1994 -2.0728 1.6747 0.23
H 1.0808 -2.1610 0.3027 0.22
```

Computed properties:
LUMO level = 0.8 eV
Energy above the lowest of the compared OMol25 structures with the same formula, charge and spin = 3.779 eV

The molecule C3H6O2, computed with wB97M-V/def2-TZVPD.

Geometry as XYZ:
```
11
Properties=species:S:1:pos:R:3:nbo_charge:R:1
O -0.2223 -0.9397 -2.2170 -0.68
C -0.0425 -0.8753 -0.6725 -0.12
C -0.2402 0.3816 0.0704 0.01
C 0.2261 0.8788 1.4378 -0.12
O 0.5892 1.4621 0.1546 -0.47
H 0.2320 -0.2342 -2.4021 0.44
H 1.0025 -1.3997 -0.3606 0.17
H -0.6888 -1.6413 -0.3116 0.21
H -1.3629 0.6103 -0.0341 0.16
H -0.4240 1.6053 2.1814 0.20
H 0.9309 0.1521 2.1537 0.20
```

Computed properties:
LUMO level = 1.0 eV
SMILES = OC[C@H]1CO1
Energy above the lowest of the compared OMol25 structures with the same formula, charge and spin = 4.333 eV

A 3-piece molecular cluster, C4H11N2O2 overall, computed with wB97M-V/def2-TZVPD.

Geometry as XYZ:
```
19
Properties=species:S:1:pos:R:3:nbo_charge:R:1
C -0.3082 -1.9682 -0.6352 -0.70
C -0.7561 -0.5872 -0.6681 0.18
C -0.8247 0.3745 -1.6335 -0.07
N -1.2657 1.5115 -0.9633 -0.44
C -1.6100 1.2665 0.2712 0.25
N -1.1952 -0.0004 0.5391 -0.47
H -0.4435 -2.5360 -1.5766 0.28
H -0.6959 -2.6110 0.1357 0.25
H 0.7935 -1.9600 -0.7712 0.27
H -0.5026 0.4743 -2.6470 0.27
H -1.5378 2.3757 -1.4208 0.46
H -1.9865 2.0186 0.9437 0.27
H -1.1978 -0.5220 1.4012 0.46
H 0.8310 1.6442 0.5105 0.44
H 2.2491 1.4425 1.0485 0.49
O 1.6574 2.1086 0.6803 -0.93
H 3.0140 -1.0134 1.3459 0.49
H 1.6041 -1.3885 1.7645 0.47
O 2.1747 -0.6296 1.6754 -0.95
```

Computed properties:
Net charge = +1
LUMO level = -3.5 eV
Energy above the lowest of the compared OMol25 structures with the same formula, charge and spin = 1.044 eV

C43H38CaCl2NP2 as an isolated structure, computed with wB97M-V/def2-TZVPD.

Geometry as XYZ:
```
87
Properties=species:S:1:pos:R:3:nbo_charge:R:1
Ca 0.3007 0.5007 0.4681 1.67
C 2.7107 1.9333 -1.9767 -0.51
N 1.5911 2.7476 -1.4542 -0.55
C 0.4059 2.7276 -2.3212 -0.52
P -1.0753 2.4628 -1.2481 0.71
C -1.0605 3.9190 -0.1645 -0.36
C -1.0158 5.2216 -0.6631 -0.21
C -0.9385 6.2942 0.2065 -0.14
C -0.9170 6.0788 1.5833 -0.20
C -0.9821 4.7913 2.0896 -0.20
C -1.0559 3.7143 1.2125 -0.22
C -2.4961 2.7311 -2.3507 -0.27
C -2.4269 2.3900 -3.7000 -0.23
C -3.5299 2.5662 -4.5249 -0.21
C -4.7105 3.0744 -4.0051 -0.18
C -4.7895 3.4054 -2.6582 -0.20
C -3.6890 3.2345 -1.8329 -0.23
C 2.0129 4.0687 -1.0433 0.23
C 2.2230 5.0809 -1.9716 -0.28
C 2.6422 6.3341 -1.5468 -0.18
C 2.8610 6.5765 -0.1971 -0.21
C 2.6640 5.5595 0.7272 -0.18
C 2.2391 4.3086 0.3033 -0.25
P 2.5949 0.1918 -1.3437 0.67
C 2.5493 -0.9002 -2.7942 -0.27
C 1.6894 -1.9959 -2.7852 -0.23
C 1.6440 -2.8677 -3.8658 -0.20
C 2.4518 -2.6410 -4.9694 -0.18
C 3.3167 -1.5525 -4.9877 -0.20
C 3.3708 -0.6908 -3.9043 -0.21
C 4.2299 -0.0873 -0.5876 -0.26
C 4.6240 0.7782 0.4350 -0.24
C 5.8358 0.5968 1.0793 -0.18
C 6.6608 -0.4608 0.7157 -0.19
C 6.2678 -1.3322 -0.2878 -0.19
C 5.0539 -1.1498 -0.9395 -0.23
H 3.6437 2.3487 -1.6000 0.25
H 2.7509 1.9459 -3.0705 0.22
H 0.4798 1.8837 -3.0109 0.23
H 0.2887 3.6321 -2.9244 0.23
H -1.0380 5.3971 -1.7329 0.22
H -0.8943 7.3024 -0.1846 0.22
H -0.8576 6.9220 2.2593 0.23
H -0.9834 4.6196 3.1581 0.23
H -1.1332 2.7123 1.6274 0.21
H -1.5161 1.9818 -4.1216 0.21
H -3.4643 2.3070 -5.5734 0.22
H -5.5684 3.2161 -4.6490 0.23
H -5.7101 3.8005 -2.2496 0.23
H -3.7569 3.5061 -0.7860 0.23
H 2.0622 4.8965 -3.0276 0.22
H 2.8037 7.1202 -2.2729 0.22
H 3.1877 7.5537 0.1325 0.23
H 2.8291 5.7420 1.7811 0.23
H 2.0549 3.5176 1.0218 0.21
H 1.0645 -2.1859 -1.9194 0.21
H 0.9869 -3.7277 -3.8427 0.22
H 2.4172 -3.3170 -5.8137 0.23
H 3.9566 -1.3834 -5.8436 0.23
H 4.0689 0.1385 -3.9175 0.22
H 3.9823 1.6015 0.7361 0.21
H 6.1328 1.2728 1.8699 0.23
H 7.6073 -0.6062 1.2193 0.23
H 6.9055 -2.1603 -0.5677 0.23
H 4.7562 -1.8402 -1.7186 0.22
C 0.0807 -3.5387 4.5867 -0.22
C 0.1298 -3.4077 3.1805 -0.22
C 0.2606 -2.1691 2.6225 -0.21
C 0.3522 -0.9847 3.4050 0.02
C 0.4778 0.3038 2.7769 -0.66
C 0.5910 1.3761 3.6411 -0.27
C 0.5800 1.2492 5.0548 -0.23
C 0.4356 0.0209 5.6257 -0.18
C 0.3159 -1.1361 4.8119 -0.11
C 0.1732 -2.4291 5.3770 -0.16
H -0.0286 -4.5194 5.0312 0.22
H 0.0731 -4.2910 2.5566 0.21
H 0.3115 -2.0938 1.5336 0.15
H 0.6997 2.3874 3.2477 0.18
H 0.6850 2.1286 5.6793 0.21
H 0.4159 -0.0919 6.7036 0.21
H 0.1406 -2.5238 6.4563 0.21
Cl -1.0059 -3.6790 -0.7751 0.01
C -1.9909 -2.6664 -1.8119 -0.38
Cl -1.7260 -0.9204 -1.5050 -0.07
H -3.0387 -2.8626 -1.6230 0.24
H -1.7246 -2.8481 -2.8458 0.23
```

Computed properties:
Net charge = +1
LUMO level = -2.0 eV
Energy above the lowest of the compared OMol25 structures with the same formula, charge and spin = 0.480 eV

C21H51AlNO4P2 as an isolated structure, computed with wB97M-V/def2-TZVPD.

Geometry as XYZ:
```
80
Properties=species:S:1:pos:R:3:mulliken_charge:R:1
C 3.1058 -3.0992 1.5982 -1.04
C 3.5767 -1.5845 1.8159 -0.37
C 3.2190 -0.6925 0.5503 -0.31
C 1.9966 0.2733 0.8689 -0.90
C 0.6238 -0.3005 0.2952 -0.46
C -0.5868 0.4167 1.0479 -0.56
C -1.8773 0.5187 0.1616 -0.58
C -3.1176 1.1563 0.9266 -0.64
C -4.5023 0.7089 0.3305 -0.54
C -5.7529 1.3492 1.0891 -0.77
C -7.0591 0.5235 0.7248 -0.54
Al -8.6974 0.9906 1.8438 -0.01
C -10.3568 0.2283 0.9121 -0.65
C -10.1444 -1.3428 0.7520 -0.38
C -11.3900 -2.0415 0.0451 -0.37
C -11.0328 -3.4148 -0.6436 -1.10
P -8.6763 0.1225 4.0178 0.27
N -8.3378 -1.4736 4.0028 -0.88
H 3.9699 -3.7852 1.8273 0.30
H 2.2725 -3.3525 2.3075 0.25
H 2.7358 -3.2847 0.5614 0.28
H 3.0385 -1.2308 2.7380 0.29
H 4.6817 -1.5464 1.9954 0.32
H 2.9918 -1.3139 -0.3622 0.39
H 4.1391 -0.0876 0.3029 0.04
H 1.9115 0.5074 1.9661 0.36
H 2.1959 1.2227 0.2983 0.30
H 0.5825 -1.4197 0.4257 0.28
H 0.6240 -0.0650 -0.8066 0.33
H -0.1924 1.4396 1.3149 0.28
H -0.7322 -0.1648 1.9967 0.29
H -1.6314 1.1985 -0.7040 0.27
H -2.1614 -0.4797 -0.2653 0.32
H -3.0832 0.9744 2.0319 0.36
H -3.0106 2.2720 0.7837 0.23
H -4.5595 1.0774 -0.7264 0.17
H -4.6473 -0.4061 0.4045 0.35
H -5.8854 2.3715 0.6277 0.20
H -5.5961 1.4451 2.1921 0.36
H -6.8438 -0.5781 0.7736 0.35
H -7.2898 0.7769 -0.3561 0.26
H -8.8311 2.5786 1.9310 -0.36
H -11.2134 0.3449 1.6402 0.17
H -10.5330 0.7291 -0.0737 0.34
H -9.1835 -1.4898 0.1944 0.21
H -10.0511 -1.8340 1.7633 0.15
H -11.8384 -1.3024 -0.6630 0.31
H -12.1164 -2.2796 0.8715 0.27
H -10.4501 -3.2813 -1.5967 0.28
H -12.0114 -3.9367 -0.8554 0.34
H -10.4378 -4.1086 0.0003 0.28
H -7.7358 0.7979 4.8779 0.02
H -9.9887 0.2689 4.5795 0.01
H -8.1694 -1.7536 3.0339 0.27
O 6.9799 2.2090 -1.3613 -0.75
P 7.6472 1.1432 -2.2307 1.16
O 8.6542 0.5736 -1.0393 -0.31
C 8.0868 -0.3130 -0.0797 -0.33
C 7.6888 -1.6428 -0.6931 -1.06
O 8.6433 2.2066 -3.0285 -0.40
C 8.3953 3.6096 -3.0481 -0.36
C 9.0657 4.3056 -1.8749 -1.07
O 8.2166 -0.1249 -3.2150 -0.39
C 9.4120 -0.0536 -3.9972 -0.21
C 10.6943 0.1518 -3.2099 -0.95
H 7.2239 0.1646 0.3956 0.26
H 8.8407 -0.4783 0.6922 0.31
H 6.8751 -1.5129 -1.4137 0.31
H 7.3472 -2.3381 0.0763 0.41
H 8.5259 -2.0933 -1.2285 0.26
H 7.3258 3.8158 -3.0857 0.35
H 8.8150 4.0007 -3.9795 0.33
H 8.8787 3.7961 -0.9282 0.30
H 8.7166 5.3362 -1.7869 0.36
H 10.1494 4.3145 -2.0128 0.30
H 9.2977 0.7026 -4.7757 0.29
H 9.4853 -1.0120 -4.5177 0.36
H 10.7001 1.0695 -2.6279 0.21
H 11.5456 0.1957 -3.8934 0.38
H 10.8486 -0.6692 -2.5054 0.26
```

Computed properties:
Net charge = -1
LUMO level = -0.6 eV
Energy above the lowest of the compared OMol25 structures with the same formula, charge and spin = 3.828 eV

Number 1: calculated total energy -726.2017 Eh. Number 2: calculated total energy -268.2460 Eh. Number 3: calculated total energy -418.7615 Eh. Number 4: calculated total energy -3996.6563 Eh. Number 5: calculated total energy -2111.5153 Eh.